ORCA calculation (the ωB97M-V functional and the def2-TZVPD basis) on a cluster of 12 separate species, C58H131N5O14S7 in total at a distorted geometry.

Calculated values
Multiplicity: 1
HOMO level, eV: -8.0
Kohn-Sham gap, eV: 8.079
ΔE to the lowest compared entry with this formula, charge and spin, kJ/mol: 14.4
Net charge: 0
F_max, hartree/bohr: 0.068
Structure (SMILES): O=S1(=O)CCCC1.O=S1(=O)CCCC1.O=S1(=O)CCCC1.O=S1(=O)CCCC1.O=S1(=O)CCCC1.O=S1(=O)CCCC1.O=S1(=O)CCCC1.CCN(CC)CC.CCN(CC)CC.CCN(CC)CC.CCN(CC)CC.CCN(CC)CC
LUMO energy, eV: 0.13

Last column: Mulliken charge in e.
Geometry (Å):
H  -5.3664  13.2855  -5.9258  0.40
H  -3.2931  18.7010  7.4923  0.54
C  -10.3849  14.5516  -0.1670  -0.43
H  -6.8538  24.1736  4.9340  0.29
O  -3.8840  17.7824  -1.8667  -0.09
H  -8.7552  17.0480  -5.6801  -0.72
H  -3.9451  9.4823  -2.4275  0.53
C  -1.8127  19.8175  -1.1739  -0.51
O  -8.0122  19.1863  -4.2079  -0.32
H  -2.1538  17.2764  -6.7804  0.47
H  -2.0005  15.1555  -1.0845  -0.73
H  -5.4862  15.0009  5.1962  0.11
H  -6.7094  17.3513  1.5068  -0.34
H  -7.5221  20.0049  -8.3062  0.47
H  -2.0531  14.2091  -3.6671  -0.30
H  -13.0380  20.0088  -0.0139  0.39
C  -5.0734  23.1333  3.9503  0.20
H  -6.5763  18.6650  4.3598  -0.30
O  -0.6878  18.1891  3.8098  -0.76
H  -10.4993  13.7250  -2.8709  0.29
S  -9.1160  19.3600  -5.1713  1.01
H  -4.6000  22.9093  0.1748  0.59
H  -9.5137  23.4726  -0.6473  0.21
H  -9.3462  19.3911  -0.8879  -0.30
C  -6.6081  8.8577  -3.4969  -0.97
H  -10.7920  24.0515  0.4647  0.32
H  -8.1045  17.4079  -8.0163  0.34
H  -3.9201  19.4489  3.7017  -0.43
H  -6.8728  23.2638  1.1260  0.28
H  -10.2249  17.6353  -6.4077  0.56
H  -5.7123  16.6817  5.9435  -0.11
H  -7.2704  20.9957  2.3694  -0.12
H  -2.6225  16.4709  5.9182  0.38
H  -11.9825  15.7384  -0.6980  0.46
H  -8.7902  16.2172  -3.2399  -0.08
C  -6.8159  23.1647  2.2100  -1.30
H  0.6032  19.1486  1.3362  0.54
H  -12.8479  20.4905  -1.5567  0.27
H  -6.7165  15.3833  6.4635  0.44
H  -5.6949  18.5973  0.8098  -0.96
H  -8.1206  14.7883  -3.6537  -0.29
H  -2.8809  10.9455  -2.8232  -0.05
C  0.4193  20.3743  -0.5813  -0.70
C  -0.4703  12.9114  -3.0406  -1.31
H  -4.2282  18.1853  6.0214  -0.40
H  -0.2875  15.5277  -0.5159  0.55
C  -9.1098  15.2441  -3.6126  -0.04
C  -7.6832  13.2982  -0.0520  -1.11
H  -6.5589  17.4570  -2.8612  0.43
H  -5.0573  19.1708  -4.7728  0.23
H  -9.2565  17.3368  3.2453  0.07
C  -5.0137  16.5600  0.3316  -0.06
H  -4.5159  12.3495  4.2710  0.46
N  -9.4841  14.6215  -1.3020  1.28
C  -5.0211  11.3475  -2.7817  0.04
H  -8.0340  13.2348  -2.1521  -0.65
S  -2.4228  11.4454  3.7007  1.17
C  -10.1634  14.7318  -2.6224  -1.26
H  -3.5664  15.3426  -6.1765  0.66
H  -5.2190  13.8491  -4.3497  -0.10
H  -6.0687  8.6286  -2.5779  0.24
H  0.7750  19.5570  -1.2086  0.28
H  -7.4321  14.2637  0.3870  0.09
H  -11.0271  15.3041  3.3225  0.40
C  -5.6234  9.5701  -4.4550  -0.78
H  -7.7122  17.8326  6.6551  0.40
H  0.6163  12.8347  -3.0026  0.45
H  -9.1603  18.4252  6.1295  0.55
C  -3.7932  13.5404  2.6059  0.19
H  0.6081  15.4842  -2.7653  0.51
C  -7.7908  19.5382  -7.3585  0.03
C  -0.0942  19.8100  0.8221  -0.94
H  -10.5733  16.5983  0.0226  0.01
O  -1.4464  17.5581  0.3404  -0.28
H  -10.4217  24.7160  -1.2212  0.45
C  -14.3445  21.7432  -0.4690  -1.29
H  -3.7199  21.9359  2.3607  0.17
C  -11.5723  22.8815  -1.1515  -0.16
C  -2.9482  19.6477  4.1533  0.16
H  -6.6832  16.7165  3.7924  -0.57
C  -3.9785  12.3465  1.6019  0.26
H  -9.1687  12.4439  -1.1948  0.69
O  -2.9683  10.2663  4.2862  -0.68
H  -5.7327  25.2605  4.2281  0.37
H  -4.5774  14.2962  2.6514  -0.06
C  -0.9640  14.2529  -3.6780  0.18
O  -6.2329  16.7793  -5.4244  -0.14
H  -1.7977  11.8840  1.3612  0.13
H  -2.0815  20.1513  6.0643  0.35
C  -2.4633  17.3098  -5.7358  -1.01
C  -10.7099  20.8035  -0.0373  -0.91
H  -9.8623  20.6448  -2.0208  0.35
C  -2.3413  17.5234  5.8825  -0.90
H  -2.4044  20.3879  3.5664  0.44
H  -11.8019  15.7009  1.0655  0.46
O  -2.9213  17.1223  3.2968  -0.11
H  -0.9773  12.0123  -3.3910  0.47
O  -2.0559  12.5719  -0.9017  -0.19
H  -12.4937  23.4520  -1.2689  0.36
C  -4.8319  21.8940  0.4965  -0.76
C  -5.9029  13.2773  -4.9771  -0.73
H  -6.8031  13.8630  -5.1635  0.22
H  -7.1733  19.8997  5.4280  0.48
H  -6.9061  16.0328  -1.8612  -0.88
O  -4.4754  15.3151  -2.0116  -0.08
H  -7.4171  15.1572  4.1218  0.64
C  -6.5265  17.0545  -1.8488  0.72
H  -8.6588  21.9631  2.5000  0.74
H  -3.9823  12.7168  0.5767  -0.30
C  -0.8764  21.0264  -1.2089  -0.77
S  -1.6679  18.9730  0.4710  0.62
C  -11.2625  15.7596  0.1201  -1.23
H  -7.0207  11.6026  -5.4518  0.56
H  -8.1231  19.3436  4.0176  0.23
C  -4.7457  21.8174  2.0117  1.09
C  -6.4617  11.9525  -4.5839  -0.52
N  -5.3773  23.0646  2.5537  0.01
C  -0.9294  15.0288  -1.2419  0.25
C  -12.9822  20.9424  -0.5739  -0.50
O  0.4640  12.8436  -0.4421  -0.79
C  -9.5738  16.7930  4.1351  -0.16
C  -3.0085  18.7011  -5.2553  -0.18
C  -7.1937  16.1312  4.5572  0.58
H  -5.8126  21.6128  0.1129  0.19
H  -14.5185  22.0304  0.5680  0.32
H  -5.8866  10.9651  -2.2406  0.37
H  -11.0254  15.3920  -2.5267  0.48
H  -4.6632  19.6072  -6.4875  0.69
O  -10.4893  19.6191  -4.7328  -0.77
C  -8.6077  18.2810  -7.6008  -0.80
C  -8.6404  20.4389  -6.5097  -1.02
C  -8.6445  13.3971  -1.2638  -0.16
H  -5.4511  22.2213  4.4125  -0.14
C  -5.7916  24.2887  4.7184  -1.64
H  -6.8145  19.3397  -6.9161  -0.45
H  -5.3848  24.4511  5.7165  0.46
H  -8.1891  21.4050  -6.2837  0.44
H  -9.6033  15.3861  -4.5741  0.66
H  -14.3906  22.6613  -1.0548  0.34
H  -9.4194  18.4523  -8.3078  0.37
H  -2.3761  19.4382  -5.7502  0.49
S  -0.7620  13.1792  -1.1885  0.94
H  -0.3656  20.6948  1.3980  0.31
H  -10.4154  17.3646  4.5263  0.51
H  -5.2008  20.8953  2.3733  -0.47
H  -15.1665  21.0737  -0.7224  0.41
H  -9.9036  21.3366  0.4665  -0.17
H  -7.9860  17.4956  -0.3339  -0.31
C  -6.1655  17.6355  0.6060  1.14
C  -8.2406  18.0093  5.7182  -1.46
S  -4.7653  16.6410  -1.5370  0.13
H  -2.8649  14.0558  2.3596  0.13
H  -9.3853  14.8455  3.0507  0.00
H  -7.2805  11.9529  -3.8645  0.14
C  -4.4619  18.9336  -5.6545  -0.71
H  -0.6094  21.2630  -2.2389  0.38
H  -4.9229  11.8141  1.7148  0.34
C  -9.1794  17.8877  -6.2307  0.32
H  -3.9662  21.4364  0.0178  -0.63
H  -6.0652  9.4597  -5.4453  0.50
H  -4.0076  23.2264  4.1589  0.51
H  -10.1684  14.7352  4.6314  0.37
C  -10.5352  23.8459  -0.5745  -1.31
C  -3.2894  18.5810  6.4089  0.06
H  -5.3047  15.5325  0.5498  -0.31
C  -3.6358  16.3052  -5.6699  0.10
N  -11.8216  21.7713  -0.2398  0.13
H  -2.8152  10.4423  1.3839  0.58
H  -3.8960  16.1307  -4.6259  -0.58
H  -4.6557  9.0744  -4.5328  0.42
C  -3.7307  10.5399  -2.2742  -0.86
H  -10.9954  13.6492  -0.1972  0.29
S  -2.0990  17.9951  4.1077  0.91
C  -3.5931  12.8704  4.0155  -1.25
H  -2.8782  19.9961  -1.3182  0.20
N  -8.4354  16.7127  5.0802  0.11
O  -1.1230  11.8993  4.0721  -0.66
H  -1.3448  17.5848  6.3200  0.35
H  -6.7688  12.7228  -0.1969  0.11
H  -9.6266  20.6573  -6.9193  0.42
H  -4.0935  16.9089  0.8003  0.22
H  -11.3236  22.4522  -2.1220  0.26
C  -10.0294  15.3702  3.7564  -1.15
H  -3.2215  13.3874  4.9001  0.45
O  -2.7665  19.5154  1.2489  -0.10
H  -1.6165  16.9855  -5.1309  0.35
H  -10.9715  20.1788  0.8167  0.58
H  -3.8217  20.6821  5.9412  0.34
H  -0.6005  14.4586  -4.6848  0.56
C  -6.1656  15.7524  5.5984  -1.18
H  -7.1037  18.9143  -0.9463  0.20
C  -3.0726  19.9409  5.6625  -0.83
H  -7.2365  24.1198  2.5246  0.44
C  -7.6076  21.9442  2.7875  -0.45
H  -1.4282  19.1156  -1.9139  0.18
H  -10.8996  19.3184  -1.7584  0.40
H  -4.8739  12.4131  -2.6059  -0.05
H  1.2016  21.0898  -0.3279  0.44
N  -5.3853  11.0140  -4.1807  0.03
C  -0.4738  15.3834  -2.6798  -0.40
H  -2.8096  18.6730  -4.1839  -0.39
S  -5.0731  17.2691  -6.1931  0.96
H  -9.8031  14.5391  0.7546  0.00
C  -10.2018  19.9712  -1.2340  0.10
H  -3.5746  10.8270  -1.2343  -0.08
H  -8.2566  12.7948  0.7264  0.52
C  -2.7319  11.4692  1.7399  -0.78
C  -7.4815  19.0335  4.8424  0.04
H  -0.8489  16.3483  -3.0211  -0.17
H  -7.5257  9.4148  -3.3077  0.24
H  -6.9893  7.9462  -3.9572  0.41
H  -7.6996  21.9907  3.8726  0.32
O  -5.1872  17.2857  -7.6683  -0.75
H  -1.2718  21.8597  -0.6280  0.31
C  -7.0251  17.8548  -0.7026  -0.34



ORCA calculation (the ωB97M-V functional and the def2-TZVPD basis) on the molecule C3H6N2 at a distorted geometry.

Calculated values
Multiplicity: 1
HOMO level, eV: -8.3
Kohn-Sham gap, eV: 9.379
ΔE to the lowest compared entry with this formula, charge and spin, kJ/mol: 217.9
Net charge: 0
F_max, hartree/bohr: 0.119
Structure (SMILES): C1=NCCN1
LUMO energy, eV: 1.07

Last column: Mulliken charge in e.
Geometry (Å):
H  -0.1353  -0.6532  1.7037  0.22
H  -1.5184  -0.9429  0.5580  0.33
C  -0.6073  -0.5433  0.6940  -0.36
H  0.1960  -1.7874  -1.2524  0.27
H  -1.1526  1.5934  0.7536  0.11
H  1.3410  -1.4568  -0.0559  0.25
N  -0.6231  0.9845  0.2971  -0.22
H  0.4253  2.3586  -0.9648  0.26
C  0.4137  -1.0450  -0.3942  -0.34
N  1.1825  0.2211  -0.8499  -0.58
C  0.4780  1.2708  -0.4891  0.06



Question: What is the ΔE to the lowest compared entry with this formula, charge and spin in the second record?
Answer: 217.9 kJ/mol



What did the second record say?
ORCA calculation (the ωB97M-V functional and the def2-TZVPD basis) on the molecule C3H6N2 at a distorted geometry.

Calculated values
Multiplicity: 1
HOMO level, eV: -8.3
Kohn-Sham gap, eV: 9.379
ΔE to the lowest compared entry with this formula, charge and spin, kJ/mol: 217.9
Net charge: 0
F_max, hartree/bohr: 0.119
Structure (SMILES): C1=NCCN1
LUMO energy, eV: 1.07

Last column: Mulliken charge in e.
Geometry (Å):
H  -0.1353  -0.6532  1.7037  0.22
H  -1.5184  -0.9429  0.5580  0.33
C  -0.6073  -0.5433  0.6940  -0.36
H  0.1960  -1.7874  -1.2524  0.27
H  -1.1526  1.5934  0.7536  0.11
H  1.3410  -1.4568  -0.0559  0.25
N  -0.6231  0.9845  0.2971  -0.22
H  0.4253  2.3586  -0.9648  0.26
C  0.4137  -1.0450  -0.3942  -0.34
N  1.1825  0.2211  -0.8499  -0.58
C  0.4780  1.2708  -0.4891  0.06